Molecular formula: C12H39N7O8
Method: DFT, ωB97M-V/def2-TZVPD

SMILES ... CC1(C)CCCC(C)(C)N1O.NC(N)=O.NC(N)=O.NC(N)=O.O.O.O.O
Net charge ... 0
Orbital gap ... 8.7 eV
E_LUMO ... -0.011 Ha
Energy relative to the best compared isomer or geometry (same formula, charge and spin) ... 70.3 kcal per mole
Calculated total energy ... -39887.4650 eV

CARTESIAN COORDINATES (ANGSTROEM)
C -0.33 24.39 -16.79
C 0.33 23.21 -16.05
C -0.75 22.36 -15.36
C 0.98 22.37 -17.16
C 2.31 22.91 -17.80
C 3.23 23.09 -16.70
C 2.73 24.08 -15.55
C 3.78 23.99 -14.39
C 2.70 25.59 -15.97
N 1.45 23.52 -15.05
O 1.02 24.26 -13.89
H -0.99 24.95 -16.13
H 0.34 25.03 -17.37
H -1.01 24.07 -17.58
H -1.53 22.29 -16.11
H -0.53 21.30 -15.21
H -1.04 22.78 -14.39
H 1.23 21.35 -16.89
H 0.33 22.14 -18.01
H 2.82 22.19 -18.44
H 2.33 23.85 -18.37
H 4.11 23.50 -17.20
H 3.54 22.09 -16.38
H 4.03 22.95 -14.21
H 3.38 24.40 -13.45
H 4.75 24.46 -14.57
H 2.29 26.16 -15.14
H 2.03 25.80 -16.80
H 3.67 26.03 -16.22
H 1.32 23.68 -13.18
N -6.13 14.87 -13.41
C -5.01 15.52 -13.28
N -5.04 16.80 -13.56
O -3.98 14.90 -13.05
H -7.04 15.29 -13.49
H -6.04 13.86 -13.44
H -4.15 17.27 -13.63
H -5.87 17.36 -13.71
N -5.07 21.43 -14.15
C -5.46 22.33 -14.95
N -5.66 23.45 -14.31
O -5.57 22.15 -16.14
H -5.01 21.65 -13.17
H -4.87 20.49 -14.46
H -5.25 23.61 -13.40
H -6.17 24.18 -14.80
N -3.93 17.01 -17.81
C -4.87 16.34 -18.43
N -5.91 17.01 -18.67
O -4.78 15.12 -18.74
H -4.16 17.98 -17.64
H -2.98 16.71 -17.61
H -5.98 18.01 -18.60
H -6.59 16.42 -19.14
O -1.93 20.88 -12.47
H -1.04 21.24 -12.47
H -2.46 21.58 -12.08
O -4.17 20.11 -17.43
H -4.56 20.98 -17.34
H -3.48 20.22 -18.08
O -4.43 19.73 -11.39
H -3.84 19.65 -12.14
H -3.89 19.56 -10.63
O -3.09 19.18 -14.61
H -3.03 19.51 -15.51
H -2.70 19.88 -14.09


Molecular formula: C12H3Cl2F5FeS2
Method: DFT, ωB97M-V/def2-TZVPD

Multiplicity ... 2
Net charge ... +1
Orbital gap (alpha / beta) ... 7.4 / 6.0 eV
E_LUMO (alpha / beta) ... -0.189 / -0.242 Ha
Calculated total energy ... -107173.1291 eV

CARTESIAN COORDINATES (ANGSTROEM)
Fe 0.18 -0.88 -1.46
Cl 2.39 -1.50 -1.38
C 2.85 -1.32 0.29
C 4.19 -1.33 0.62
C 4.53 -1.24 1.95
C 3.55 -1.13 2.92
C 2.21 -1.08 2.56
Cl 1.00 -0.90 3.76
C 1.84 -1.16 1.22
S 0.15 -1.03 0.77
H 4.95 -1.42 -0.15
H 5.58 -1.25 2.23
H 3.80 -1.07 3.97
F -5.83 1.23 -1.27
C -4.52 1.25 -1.35
C -3.81 0.06 -1.43
F -4.45 -1.10 -1.42
C -2.45 0.13 -1.52
F -1.73 -1.04 -1.62
C -1.75 1.31 -1.53
S -0.02 1.28 -1.71
C -2.47 2.49 -1.42
F -1.83 3.65 -1.40
C -3.85 2.46 -1.35
F -4.53 3.59 -1.28


Molecular formula: C12H3IrNO9
Method: DFT, ωB97M-V/def2-TZVPD

Multiplicity ... 6
Net charge ... 0
Orbital gap (alpha / beta) ... 5.5 / 6.2 eV
E_LUMO (alpha / beta) ... -0.066 / -0.116 Ha
Calculated total energy ... -35243.6946 eV

CARTESIAN COORDINATES (ANGSTROEM)
Ir -0.25 -0.30 -0.02
O 0.50 3.62 -0.01
C 0.03 2.53 -0.01
O 0.73 1.38 -0.02
C -1.46 2.28 0.00
C -2.48 3.21 0.01
C -3.79 2.74 0.01
C -4.05 1.38 0.01
C -2.98 0.51 0.00
N -1.74 0.99 -0.01
C -3.00 -0.99 -0.01
O -4.01 -1.63 -0.01
O -1.76 -1.52 -0.02
H -2.23 4.26 0.01
H -4.61 3.45 0.02
H -5.05 0.97 0.01
O 5.18 -4.25 0.02
C 4.46 -3.29 0.01
C 2.88 -3.32 0.01
O 2.26 -4.35 0.01
C 2.41 -1.95 0.00
C 3.51 -1.02 0.00
O 3.48 0.18 -0.01
C 4.85 -1.84 0.00
O 5.96 -1.38 0.01
O 1.15 -1.65 -0.01